{"formula": "C6H7N", "method": "ωB97M-V/def2-TZVPD", "species": ["C", "C", "C", "C", "C", "C", "N", "H", "H", "H", "H", "H", "H", "H"], "xyz": [[-1.0047, -0.5208, 1.3490], [1.3109, -1.2830, 0.7903], [-0.0472, -1.1394, 0.5280], [-0.8810, 0.7234, 0.5807], [0.3089, 0.1483, -0.2365], [0.2184, 0.5464, -1.6826], [1.7104, -0.1642, 0.2523], [-1.4684, -0.7555, 2.3402], [1.8966, -2.0633, 1.2996], [-1.6806, 1.0062, -0.2051], [-0.7824, 1.6598, 1.1855], [-0.5567, 0.0311, -2.1643], [1.1569, 0.2100, -2.1517], [-0.1811, 1.6010, -1.8854]], "e_above_lowest_kcal_mol": 124.7, "homo_lumo_gap_ev": 8.927, "total_energy_ha": -287.3885, "e_homo_ev": -8.6, "spin_multiplicity": 1, "max_force_ev_per_a": 4.397, "total_charge": 0}

=====

{"formula": "C59H132F18N7O19S", "method": "ωB97M-V/def2-TZVPD", "species": ["C", "N", "C", "C", "C", "C", "O", "H", "H", "H", "H", "H", "H", "H", "H", "H", "H", "H", "H", "H", "H", "C", "N", "C", "C", "C", "C", "O", "H", "H", "H", "H", "H", "H", "H", "H", "H", "H", "H", "H", "H", "H", "C", "N", "C", "C", "C", "C", "O", "H", "H", "H", "H", "H", "H", "H", "H", "H", "H", "H", "H", "H", "H", "C", "N", "C", "C", "C", "C", "O", "H", "H", "H", "H", "H", "H", "H", "H", "H", "H", "H", "H", "H", "H", "C", "N", "C", "C", "C", "C", "O", "H", "H", "H", "H", "H", "H", "H", "H", "H", "H", "H", "H", "H", "H", "C", "N", "C", "C", "C", "C", "O", "H", "H", "H", "H", "H", "H", "H", "H", "H", "H", "H", "H", "H", "H", "C", "C", "C", "N", "C", "C", "C", "C", "C", "H", "H", "H", "H", "H", "H", "H", "H", "H", "H", "H", "H", "H", "H", "H", "H", "H", "H", "C", "O", "O", "C", "F", "F", "F", "C", "C", "H", "H", "H", "H", "H", "H", "C", "O", "O", "C", "F", "F", "F", "C", "C", "H", "H", "H", "H", "H", "H", "C", "O", "O", "C", "F", "F", "F", "C", "C", "H", "H", "H", "H", "H", "H", "C", "O", "O", "C", "F", "F", "F", "C", "C", "H", "H", "H", "H", "H", "H", "C", "O", "O", "C", "F", "F", "F", "C", "C", "H", "H", "H", "H", "H", "H", "C", "F", "F", "F", "S", "O", "O", "O"], "xyz": [[-2.8238, -1.4648, 1.8605], [-4.2508, -1.4456, 1.5442], [-4.7721, -2.7774, 1.2776], [-4.8660, -0.9997, 2.8240], [-4.5891, -0.5743, 0.4559], [-4.5127, 0.9781, 0.6107], [-3.2101, 1.3063, 1.0017], [-2.2817, -1.6746, 0.9542], [-2.6838, -2.2248, 2.6342], [-2.6070, -0.4657, 2.1235], [-4.2911, -3.0710, 0.3588], [-5.8642, -2.7255, 1.2544], [-4.3118, -3.4207, 2.0265], [-4.6453, -1.7588, 3.5645], [-5.9335, -0.8492, 2.6469], [-4.3159, -0.0790, 3.0332], [-5.6422, -0.6592, 0.2209], [-3.9921, -0.7921, -0.4517], [-5.2851, 1.3820, 1.3248], [-4.7989, 1.4231, -0.3912], [-3.0130, 2.2861, 0.7092], [-0.3058, -5.5339, 1.6682], [-0.1492, -5.6268, 3.1540], [1.0212, -6.5305, 3.2401], [0.2779, -4.3251, 3.6384], [-1.2999, -6.1989, 3.8608], [-2.5918, -5.3810, 3.7521], [-3.3019, -5.5040, 2.5025], [0.6529, -5.1383, 1.2704], [-1.1014, -4.8491, 1.4906], [-0.3732, -6.5481, 1.2904], [1.2358, -6.6073, 4.3284], [1.8688, -6.0697, 2.7496], [0.7197, -7.4354, 2.7640], [0.4124, -4.3500, 4.7243], [-0.5214, -3.6461, 3.3152], [1.2152, -3.9728, 3.1313], [-1.0717, -6.2643, 4.9330], [-1.4789, -7.2111, 3.4397], [-2.4539, -4.3069, 3.9686], [-3.1708, -5.7145, 4.6322], [-3.8564, -6.2987, 2.4991], [-1.1107, 4.8343, 5.0727], [-1.4937, 4.4100, 3.7300], [-0.3278, 3.8781, 2.9216], [-2.4291, 3.2408, 3.8883], [-2.2579, 5.4669, 2.9370], [-1.7000, 6.8368, 2.9589], [-0.3628, 6.8492, 2.6164], [-1.9500, 5.1007, 5.6833], [-0.3798, 5.6310, 5.0098], [-0.5318, 4.0529, 5.6156], [-0.6865, 3.5710, 1.9455], [-0.0354, 3.0024, 3.4591], [0.4242, 4.6428, 2.8529], [-3.4018, 3.5046, 4.3196], [-1.9402, 2.5485, 4.5798], [-2.5828, 2.7668, 2.9224], [-3.3249, 5.5621, 3.2565], [-2.3478, 4.9627, 1.9543], [-1.8243, 7.2929, 3.9692], [-2.2698, 7.3535, 2.2125], [0.1413, 7.4811, 3.1429], [3.9992, -3.3672, -3.5532], [4.4557, -1.9257, -3.4075], [4.5094, -1.3094, -4.7703], [3.4580, -1.1239, -2.7258], [5.7599, -1.9158, -2.6983], [6.8111, -2.7658, -3.3190], [6.8740, -4.0992, -2.9547], [4.7956, -3.8673, -4.1197], [3.0216, -3.3312, -4.0639], [3.8041, -3.8130, -2.5842], [4.8124, -0.2627, -4.8189], [3.5526, -1.4699, -5.1804], [5.1904, -1.8934, -5.4018], [3.6307, -0.0046, -2.7454], [3.4208, -1.4558, -1.6747], [2.4899, -1.3414, -3.2176], [5.5777, -2.2231, -1.6955], [6.0162, -0.8800, -2.6881], [7.7679, -2.2475, -3.0525], [6.7338, -2.6895, -4.4325], [6.3686, -4.2627, -2.1322], [2.0853, 4.5458, -0.8781], [2.2112, 5.5599, -1.9250], [3.6287, 5.7830, -2.3222], [1.4909, 5.1195, -3.1564], [1.5581, 6.8268, -1.4359], [0.1389, 6.6910, -0.7948], [-0.2477, 8.0157, -0.5639], [2.6550, 4.9265, -0.0514], [2.5631, 3.6246, -1.1810], [1.0357, 4.4099, -0.6973], [4.0323, 6.0586, -1.3927], [3.6081, 6.5724, -3.0346], [3.9797, 4.8364, -2.6990], [1.3749, 6.0259, -3.7418], [0.4839, 4.8172, -2.9021], [2.0573, 4.3339, -3.6916], [1.5083, 7.6095, -2.1564], [2.1971, 7.2677, -0.6779], [0.1160, 6.0765, 0.1111], [-0.5761, 6.2496, -1.4842], [-0.6839, 8.1031, 0.2883], [-0.2526, -6.7643, -2.3017], [-0.3507, -5.3421, -2.7653], [0.6511, -4.5714, -2.0306], [0.0267, -5.3074, -4.1741], [-1.7408, -4.8313, -2.5467], [-2.1662, -3.7227, -3.5602], [-1.3400, -2.6838, -3.7306], [-0.4556, -6.8116, -1.2779], [0.6584, -7.1592, -2.6376], [-1.0142, -7.3167, -2.8814], [0.7623, -3.6488, -2.6053], [1.5806, -5.2070, -1.9579], [0.3105, -4.3876, -1.0248], [1.0050, -5.7960, -4.2286], [0.0465, -4.2809, -4.5773], [-0.6980, -5.8277, -4.8020], [-1.6518, -4.3323, -1.5810], [-2.4216, -5.6830, -2.5432], [-3.1785, -3.4729, -3.1966], [-2.4576, -4.2629, -4.4758], [-1.0954, -2.1845, -2.3749], [0.0537, -0.6379, -7.5656], [-0.7158, -0.2632, -6.2808], [-2.2581, -0.2306, -6.6972], [-3.1952, 0.4765, -5.6868], [-3.2098, -0.3052, -4.3565], [-4.6138, 0.5140, -6.2737], [-4.8309, 2.0200, -6.5963], [-4.0785, 2.6584, -5.4854], [-2.7493, 1.8743, -5.5135], [-0.1455, 0.0899, -8.3339], [-0.3229, -1.6030, -7.9633], [1.1527, -0.7254, -7.5735], [-0.3139, 0.6823, -5.8585], [-0.6292, -1.0669, -5.5261], [-2.5905, -1.2944, -6.7032], [-2.4395, 0.1798, -7.6918], [-2.2112, -0.2744, -3.9800], [-3.5212, -1.3210, -4.5002], [-3.8575, 0.3246, -3.7210], [-5.2281, 0.1927, -5.4659], [-4.7413, -0.1588, -7.1401], [-5.8889, 2.2600, -6.7723], [-4.3589, 2.2783, -7.5621], [-4.5303, 2.5372, -4.5139], [-3.9030, 3.7049, -5.7204], [-2.1486, 1.9938, -4.6250], [-2.2086, 2.0710, -6.4569], [-0.1689, -1.1999, -0.9613], [-0.4518, -0.7407, 0.3415], [-1.3388, -1.7481, -1.4123], [0.1463, 0.0891, -1.7447], [-0.8932, 0.8978, -1.6213], [1.2824, 0.6225, -1.3008], [0.3688, -0.0920, -3.0377], [0.6519, -0.8399, 1.3057], [0.1109, -0.2281, 2.5607], [0.7575, -0.1682, 3.4164], [-0.2403, 0.7488, 2.2578], [-0.7882, -0.7859, 2.8749], [1.4609, -0.2451, 0.9146], [1.0486, -1.8686, 1.3173], [0.6681, -1.9070, -0.9340], [-2.8904, 4.4912, -0.5066], [-4.1735, 4.9013, -0.0411], [-2.3490, 3.6280, 0.2571], [-3.0476, 4.0794, -1.9702], [-2.0353, 3.3218, -2.4729], [-4.0926, 3.2956, -2.2592], [-3.0640, 5.1654, -2.8189], [-4.5656, 6.3244, -0.2482], [-5.7078, 6.5353, -1.2284], [-5.4493, 6.3357, -2.2675], [-6.4321, 5.8773, -0.7942], [-6.1621, 7.5043, -1.1925], [-3.7160, 6.8795, -0.7153], [-4.7247, 6.7205, 0.7721], [-2.3026, 5.3878, -0.7152], [-1.6088, -4.7436, 7.2082], [-1.3845, -3.4924, 6.4320], [-2.2475, -5.6004, 6.5311], [-0.1431, -5.0998, 7.6267], [0.6560, -4.0662, 8.0080], [-0.0356, -5.9685, 8.6199], [0.6013, -5.6759, 6.6074], [-1.2906, -2.3138, 7.2585], [-1.5013, -1.1763, 6.2287], [-0.8641, -1.3409, 5.3303], [-2.5570, -1.3236, 5.9443], [-1.3388, -0.2168, 6.6766], [-0.3404, -2.3176, 7.8163], [-2.0406, -2.3243, 8.0607], [-2.2404, -4.4247, 8.1218], [5.0500, 2.8292, -2.2742], [6.0005, 2.0731, -3.1094], [3.7951, 2.7562, -2.8191], [5.0252, 2.2893, -0.7927], [6.2352, 1.9494, -0.3657], [4.6820, 3.2792, 0.0273], [4.1900, 1.3119, -0.6111], [7.1317, 2.8099, -3.4825], [7.7147, 2.2623, -4.8047], [6.9347, 2.1770, -5.5134], [8.5063, 2.9443, -5.2067], [8.2045, 1.3117, -4.5135], [7.9809, 2.9622, -2.7685], [6.7060, 3.7736, -3.7455], [5.5223, 3.8319, -2.1343], [2.9127, -0.7134, 7.0085], [1.6770, -0.1366, 6.2004], [4.0960, -0.3428, 6.6154], [2.6055, -0.0693, 8.4446], [1.4013, -0.6011, 8.8633], [3.5372, -0.3559, 9.3596], [2.6531, 1.2978, 8.5014], [2.0612, 1.0654, 5.5130], [1.0492, 2.1134, 5.9522], [1.1519, 3.0596, 5.3843], [0.0280, 1.7603, 5.7677], [1.1514, 2.2482, 7.0195], [2.1591, 1.0126, 4.4228], [3.0449, 1.3660, 5.8602], [2.8025, -1.7858, 7.0978], [4.1066, -3.0126, 1.4434], [4.3427, -1.8705, 0.7740], [5.2560, -3.3148, 2.0473], [3.0644, -2.7573, 2.2613], [3.5910, -4.2782, 0.1489], [2.4186, -3.6880, -0.4316], [4.7185, -4.4107, -0.7691], [3.2795, -5.5021, 0.8590]], "homo_lumo_gap_ev": 4.611, "total_energy_ha": -6335.1527, "e_homo_ev": -6.7, "spin_multiplicity": 1, "max_force_ev_per_a": 3.864, "total_charge": 1}